Arrangement w

10
Properties=species:S:1:pos:R:3 method="wB97M-V/def2-TZVPD" total_charge=0 e_lumo_ev="-0.5 / -0.5"
C 1.84 -0.10 -0.02
C 1.23 -1.27 -0.13
C -1.69 0.31 0.04
N -0.14 -1.53 -0.25
N -0.95 -0.57 -0.28
O -2.62 1.06 -0.42
I 3.96 0.06 0.11
H 1.24 0.74 -0.26
H 1.59 -2.28 -0.01
H -2.92 1.48 0.41

Arrangement x

10
Properties=species:S:1:pos:R:3 method="wB97M-V/def2-TZVPD" smiles=On1ccnc1I total_charge=0 e_lumo_ev=0.1
O -0.48 -1.93 0.16
N -0.12 -0.57 0.01
C 1.05 0.06 0.10
C 0.79 1.38 0.07
N -0.61 1.56 0.04
C -1.11 0.35 0.03
I -3.24 -0.14 -0.19
H 0.18 -2.44 -0.35
H 1.97 -0.38 0.04
H 1.56 2.12 0.09

Order of stability, best first: arrangement x, arrangement w

Arrangement w

30
Properties=species:S:1:pos:R:3 method="wB97M-V/def2-TZVPD" smiles=CC(C)O.CO.CO.CO total_charge=0 e_lumo_ev=0.6
C 5.19 -6.81 3.78
C 5.50 -7.41 2.40
C 4.31 -7.91 1.52
O 6.21 -6.49 1.65
H 6.10 -6.28 4.07
H 5.08 -7.53 4.59
H 4.36 -6.10 3.80
H 6.27 -8.17 2.54
H 3.80 -8.70 2.08
H 4.67 -8.40 0.61
H 3.65 -7.05 1.39
H 5.92 -5.63 1.94
C 2.12 -7.23 5.47
O 1.62 -6.08 4.76
H 3.01 -7.06 6.06
H 1.30 -7.50 6.13
H 2.28 -8.08 4.80
H 1.83 -5.23 5.14
C 5.19 -14.69 4.64
O 4.21 -14.09 5.50
H 5.00 -15.71 4.29
H 5.47 -14.16 3.73
H 6.12 -14.87 5.18
H 3.35 -14.53 5.50
C 4.75 -10.91 5.28
O 5.13 -11.67 6.43
H 5.44 -10.10 5.03
H 4.49 -11.57 4.46
H 3.89 -10.30 5.53
H 4.64 -12.49 6.39

Arrangement x

30
Properties=species:S:1:pos:R:3 method="wB97M-V/def2-TZVPD" total_charge=0 e_lumo_ev=0.2
C -0.15 -1.17 2.73
C 0.18 -0.45 1.49
C -0.38 0.64 0.95
C -1.42 1.37 1.72
C 0.14 1.40 -0.26
C -0.94 1.48 -1.35
H -1.13 -0.94 3.22
H 0.63 -0.94 3.45
H -0.36 -2.21 2.56
H 0.69 -1.11 0.77
H -1.33 2.44 1.85
H -2.46 1.17 1.42
H -1.41 1.10 2.79
H 0.42 2.43 0.00
H 1.04 0.82 -0.60
H -0.51 2.01 -2.18
H -1.29 0.53 -1.75
H -1.82 2.08 -1.13
O 2.43 -1.65 -0.39
H 1.75 -0.97 -0.36
H 2.23 -2.00 0.49
O -2.69 -2.18 0.07
H -2.25 -1.40 0.45
H -2.32 -2.18 -0.82
O 2.97 1.26 -1.74
H 3.00 0.42 -1.25
H 2.42 1.09 -2.51
O 1.01 -0.73 -3.34
H 1.49 -1.51 -3.05
H 0.07 -0.80 -3.21

Order of stability, best first: arrangement x, arrangement w

Arrangement w

16
Properties=species:S:1:pos:R:3 method="wB97M-V/def2-TZVPD" smiles="CC(=O)O.CC(=O)O" total_charge=0 e_lumo_ev=0.8
C -0.26 2.23 -2.55
C -0.15 1.05 -1.61
O 0.88 0.51 -1.10
O -1.40 0.66 -1.14
H 0.70 2.66 -2.82
H -0.68 1.91 -3.52
H -0.83 3.00 -1.92
H -1.25 -0.02 -0.41
C 0.35 -2.02 2.73
C 0.13 -1.26 1.41
O -0.92 -0.99 0.85
O 1.31 -0.76 1.01
H -0.69 -2.43 2.86
H 0.99 -2.78 2.53
H 0.64 -1.36 3.59
H 1.18 -0.41 0.10

Arrangement x

16
Properties=species:S:1:pos:R:3 method="wB97M-V/def2-TZVPD" smiles="CC=C(O)O.O=CO" total_charge=0 e_lumo_ev=0.7
C 1.90 0.18 -1.31
C 0.88 0.35 -0.24
C 0.72 -0.51 0.79
O 1.58 -1.57 0.93
O 0.18 -0.20 2.01
H 2.28 1.14 -1.65
H 1.50 -0.38 -2.16
H 2.75 -0.38 -0.92
H 0.24 1.21 -0.31
H 1.36 -2.02 1.76
H -0.51 0.48 1.89
O -2.12 0.79 1.01
C -2.35 0.03 0.10
O -2.92 0.49 -1.05
H -2.40 -1.07 0.12
H -3.10 1.44 -0.98

Order of stability, best first: arrangement w, arrangement x

Arrangement w

16
Properties=species:S:1:pos:R:3 method="wB97M-V/def2-TZVPD" smiles="CC(=O)O.CC(=O)O" total_charge=0 e_lumo_ev=0.5
C 1.36 1.25 -0.20
C 1.50 -0.20 -0.04
O 2.53 -0.72 -0.32
O 0.45 -0.71 0.67
H 2.05 1.53 -1.00
H 0.16 1.30 -0.40
H 1.63 1.96 0.68
H 0.60 -1.64 0.50
C -1.08 0.73 1.15
C -1.32 0.09 -0.13
O -1.47 0.68 -1.19
O -1.77 -1.19 -0.13
H -0.96 1.87 1.12
H -1.98 0.58 1.73
H -0.23 0.28 1.58
H -1.92 -1.51 -1.09

Arrangement x

16
Properties=species:S:1:pos:R:3 method="wB97M-V/def2-TZVPD" smiles="CC(=O)O.CC(=O)O" total_charge=0 e_lumo_ev=0.4
C 1.99 -4.84 1.83
C 2.46 -6.01 0.92
O 1.77 -7.06 0.87
O 3.67 -5.79 0.33
H 1.02 -4.87 2.34
H 2.06 -3.91 1.25
H 2.79 -4.84 2.59
H 4.14 -4.98 0.66
C -2.19 4.33 -1.00
C -2.54 5.55 -0.12
O -3.00 6.61 -0.53
O -1.92 5.39 1.15
H -1.19 4.40 -1.47
H -2.94 4.24 -1.80
H -2.22 3.41 -0.38
H -2.06 6.34 1.44

Order of stability, best first: arrangement x, arrangement w

Arrangement w

19
Properties=species:S:1:pos:R:3 method="wB97M-V/def2-TZVPD" total_charge=-2 e_lumo_ev=5.9
C -1.42 1.47 -0.04
C -1.01 0.00 0.22
C 0.47 -0.17 0.54
O 3.61 0.96 -1.29
O 2.72 -1.18 -0.10
O 3.33 1.03 1.18
O -2.84 1.25 -0.28
O -1.57 -0.81 -0.88
O 1.22 0.73 -0.20
P 1.13 -1.81 -0.05
P 2.81 0.47 -0.12
H -1.50 2.13 0.86
H -0.86 1.85 -0.96
H -1.44 -0.46 1.09
H 0.39 -0.05 1.59
H -2.80 0.36 -0.81
H -1.70 -1.75 -0.36
H -1.18 -2.62 0.88
H 0.65 -1.39 -1.24

Arrangement x

19
Properties=species:S:1:pos:R:3 method="wB97M-V/def2-TZVPD" smiles="CO[P@](=O)([O-])[C@@](C)(O)P([O-])O" total_charge=-2 e_lumo_ev=6.4
C 1.13 -2.26 -1.07
O 0.40 -2.05 0.14
P -1.00 -1.04 0.03
O -1.81 -1.45 1.18
O -1.60 -1.21 -1.40
C 0.05 0.87 0.50
C 0.57 0.72 1.88
O 1.13 1.18 -0.42
P -1.37 2.17 0.18
O -0.58 3.46 0.11
O -1.55 1.81 -1.45
H 1.16 -1.26 -1.49
H 0.73 -3.06 -1.65
H 2.16 -2.59 -0.72
H -0.23 0.53 2.66
H 1.20 -0.18 1.84
H 0.94 1.63 2.12
H 0.60 1.87 -1.01
H -1.91 0.86 -1.42

Order of stability, best first: arrangement x, arrangement w

Arrangement w

38
Properties=species:S:1:pos:R:3 method="wB97M-V/def2-TZVPD" total_charge=+1 e_lumo_ev=-2.9
N 0.06 0.04 0.09
H 1.00 0.30 0.34
H 0.02 -0.67 -0.50
H -0.39 0.92 -0.11
H -0.27 0.06 1.06
O -0.02 -1.98 2.50
H -1.08 -1.92 2.51
H 0.15 -2.91 2.35
O 0.51 -0.47 -3.68
H 0.19 -1.30 -3.18
H 1.34 -0.20 -3.34
O -2.79 -1.37 1.23
H -3.01 -1.88 0.42
H -2.92 -0.37 1.22
O 2.88 -0.37 -2.13
H 3.38 -0.89 -2.71
H 3.24 0.16 -1.44
O -2.09 2.18 -1.36
H -3.10 2.15 -1.16
H -2.27 1.47 -2.15
O -1.87 -1.52 -2.24
H -2.05 -1.85 -3.20
H -2.46 -1.94 -1.61
O 1.04 2.97 -0.06
H 1.88 3.09 0.43
H 0.31 3.72 -0.01
O -0.52 1.75 3.14
H -0.39 1.19 3.87
H -0.03 2.56 3.53
O 1.76 -2.65 -0.44
H 2.46 -2.74 -1.00
H 1.09 -3.18 -0.75
O 3.50 0.30 0.82
H 4.05 0.72 1.53
H 3.28 -0.51 1.30
O -2.63 1.36 1.64
H -1.78 1.63 2.09
H -2.49 2.13 1.00

Arrangement x

38
Properties=species:S:1:pos:R:3 method="wB97M-V/def2-TZVPD" total_charge=+1 e_lumo_ev=-3.0
N -0.13 -0.39 -0.03
H -0.13 0.50 0.67
H -1.19 -0.71 -0.12
H 0.57 -1.21 0.26
H 0.34 -0.05 -0.78
O 2.66 0.07 -1.67
H 3.25 0.81 -1.84
H 2.68 0.18 -0.80
O 0.56 2.69 -0.16
H 0.99 3.11 -0.92
H 0.47 3.61 0.13
O -1.87 -2.95 0.00
H -1.84 -3.80 0.09
H -2.69 -2.71 0.24
O 3.14 -0.28 1.12
H 3.66 0.37 1.54
H 3.93 -0.73 0.67
O -3.06 0.43 0.75
H -3.56 0.46 -0.11
H -3.51 -0.24 1.24
O 1.48 0.73 3.14
H 1.96 0.20 2.43
H 0.90 1.33 2.68
O -0.06 -0.05 -3.28
H -0.08 -0.67 -3.96
H 0.74 0.41 -3.41
O -3.06 0.16 -2.25
H -3.13 -0.77 -2.50
H -2.28 0.57 -2.72
O -0.85 2.19 2.53
H -1.81 2.35 2.81
H -0.63 3.06 2.47
O 1.74 -2.68 -2.35
H 1.70 -1.83 -2.42
H 2.42 -3.02 -2.85
O -1.41 -0.42 3.06
H -1.00 -1.29 3.26
H -0.90 0.57 3.09

Order of stability, best first: arrangement w, arrangement x